{
  "formula": "C14H10Cl6O8",
  "method": "ωB97M-V/def2-TZVPD",
  "elements": ["Cl", "Cl", "Cl", "Cl", "Cl", "Cl", "O", "O", "O", "O", "O", "O", "O", "O", "C", "C", "C", "C", "C", "C", "C", "C", "C", "C", "C", "C", "C", "C", "H", "H", "H", "H", "H", "H", "H", "H", "H", "H"],
  "coordinates": [[3.8560, 2.9124, 4.8576], [2.5775, 3.7383, 2.4146], [-0.6507, 1.7351, 3.4462], [5.1377, 4.9000, 3.2064], [-1.2123, 0.4743, 0.8999], [-0.7064, 3.3697, 0.9959], [0.3061, -0.7584, -1.7851], [-5.0883, -4.5618, 0.6454], [0.3174, 0.4127, -4.2257], [-4.3915, -2.0474, -0.0366], [0.0440, -3.4182, -0.7471], [-0.5279, -5.6119, 0.8518], [2.4609, 4.0923, -2.2998], [2.4585, 2.8804, 0.1535], [-2.8325, -5.1950, 0.6518], [-1.3939, -4.8654, 0.4631], [-0.3300, 1.7860, 1.7279], [1.9627, 2.2410, -0.9201], [-2.1129, -2.5987, -0.2849], [1.4271, 1.0288, -0.7420], [-3.7848, -4.2860, 0.4504], [1.9639, 2.9921, -2.1940], [3.5537, 4.2414, 3.7850], [0.8347, 0.3323, -1.8824], [1.2897, 2.3274, -3.3182], [-1.1567, -3.5310, -0.1559], [0.8457, 1.0631, -3.1807], [-3.5165, -2.8770, 0.0568], [1.1802, 2.8339, -4.2651], [-1.9723, -1.6757, -0.8345], [3.0443, 5.0834, 4.2340], [0.7280, 1.6284, 1.5676], [-3.0955, -6.2022, 0.9439], [1.4551, 0.5691, 0.2343], [-0.1195, -0.3930, -3.8901], [2.9367, 3.6736, -0.1413], [-5.6164, -3.7832, 0.4078], [0.1286, -2.5107, -1.0903]],
  "atomic_forces_ev_per_a": [[-0.17, -0.13, 0.43], [0.25, 0.32, 1.00], [-0.02, 0.17, 0.06], [-0.51, -0.14, 0.10], [0.05, 0.36, 0.26], [-0.10, -0.37, 0.25], [-0.12, -0.28, -0.63], [0.14, -0.27, -0.03], [-0.21, -0.18, 0.39], [-0.64, -0.15, 0.03], [-0.09, 0.17, 0.68], [0.29, 0.33, -0.45], [0.22, -0.05, 0.69], [0.09, -0.54, -1.61], [0.49, -0.08, -0.30], [-1.45, -0.59, 1.02], [-0.27, 0.03, -0.34], [0.25, 0.17, 1.60], [-0.87, 0.04, 0.05], [0.17, -0.24, -0.76], [-1.30, -0.08, 0.36], [-0.73, -0.12, -1.75], [0.58, 0.65, -0.67], [0.40, 0.57, 1.28], [0.12, -0.56, 0.40], [0.83, 0.41, -1.45], [-0.31, 0.44, -0.96], [1.87, 0.13, -0.16], [0.17, 0.11, 0.01], [0.29, 0.00, 0.12], [0.05, -0.21, 0.47], [-0.08, 0.05, 0.21], [0.12, 0.02, 0.14], [0.06, -0.29, -0.28], [0.23, 0.08, -0.06], [-0.13, 0.14, -0.11], [0.19, 0.18, 0.04], [0.14, -0.06, -0.04]],
  "nbo_charge": [0.05, 0.03, 0.05, -0.02, 0.01, 0.01, -0.59, -0.65, -0.63, -0.54, -0.64, -0.47, -0.50, -0.66, -0.36, 0.48, -0.28, 0.32, -0.42, -0.38, 0.28, 0.48, -0.29, 0.52, -0.35, 0.33, 0.29, 0.48, 0.25, 0.23, 0.23, 0.22, 0.24, 0.24, 0.50, 0.52, 0.50, 0.51],
  "e_tot_ha": -3902.5065,
  "total_charge": 0,
  "relative_energy_kcal_mol": 5.3,
  "gap_ev": 7.20
}